The following is a DFT calculation (ωB97M-V/def2-TZVPD) of an isolated molecule of C4H4N2.

Output
HOMO-LUMO gap = 0.361 hartree
Total charge = 0
LUMO energy = 0.501 eV
SMILES string = c1ccnnc1
E_HOMO = -9.318 eV

Positions of all 10 atoms, in Å:
C -1.04620 0.21719 0.07178
C -0.22743 -0.47330 0.94457
C 1.12472 -0.50740 0.60761
N 1.66503 0.27527 -0.32431
N 0.87259 0.82851 -1.22245
C -0.44318 0.68875 -1.09375
H -2.11187 0.34026 0.23875
H -0.62822 -1.02977 1.78913
H 1.80976 -1.25755 0.97463
H -1.01520 0.91804 -1.98597

These are the natural (NBO) partial charges, in e, on atoms 1 to 4: number 1, C, carries -0.215; number 2, C, carries -0.225; number 3, C, carries -0.010; number 4, N, carries -0.203

The following is a DFT calculation (ωB97M-V/def2-TZVPD) of a cluster of 2 separate species, C24H20F3NO6PS2 in total in a non-equilibrium geometry.

Output
HOMO-LUMO gap = 0.284 hartree
Total charge = -1
LUMO energy = 2.397 eV
E_HOMO = -5.329 eV

Positions of all 57 atoms, in Å:
C 0.63714 1.80895 -3.98415
C 0.79428 1.81375 -2.48987
O 0.56378 0.47194 -1.93779
C 0.62918 0.48696 -0.60110
C 0.94172 -0.92201 0.03490
P 2.34814 -1.06882 1.29640
C 2.13760 0.51927 2.10058
C 0.91076 1.07681 2.44489
C 0.86876 2.18917 3.29547
C 2.06850 2.73323 3.77126
C 3.29541 2.23489 3.31237
C 3.33529 1.16038 2.42199
C 2.22594 -2.27822 2.65921
C 1.23490 -2.26703 3.65663
C 0.95311 -3.43083 4.37561
C 1.91682 -4.44969 4.39976
C 3.08299 -4.31297 3.63549
C 3.20916 -3.26331 2.72243
O 3.64703 -1.33454 0.59815
O 0.48163 1.50480 0.04587
H 1.61429 1.62784 -4.47704
H -0.10772 1.07320 -4.33674
H 0.34079 2.84228 -4.25090
H 1.82060 2.09062 -2.18611
H 0.08394 2.52145 -2.01227
H 1.11486 -1.63860 -0.77918
H -0.03415 0.68422 2.07753
H -0.10166 2.61368 3.56711
H 2.04939 3.57904 4.46082
H 4.23019 2.68034 3.65302
H 4.27633 0.78031 2.01468
H 0.64919 -1.36236 3.90759
H -0.01785 -3.50030 4.87788
H 1.75585 -5.34677 5.00436
H 3.88121 -5.05440 3.70552
H 4.05508 -3.20944 2.03773
F 1.29538 -3.83700 0.35437
C 0.04063 -3.42943 0.70685
F -0.78579 -3.59498 -0.35508
F -0.38789 -4.19485 1.75208
S -0.10475 -1.62518 1.24975
N -2.33305 -0.33512 -2.23029
C -2.39802 -0.15672 -3.56095
O -1.74232 -0.78115 -4.40410
C -3.36401 0.96177 -3.80703
C -3.94555 1.41620 -2.64201
C -4.77116 2.52958 -2.57953
C -5.06814 3.15433 -3.80542
C -4.49603 2.68567 -5.01807
C -3.62827 1.58704 -5.01570
S -3.36986 0.43378 -1.26724
O -4.40018 -0.44692 -0.77920
O -2.69724 1.28376 -0.31491
H -5.11745 2.89685 -1.60641
H -5.74748 4.01058 -3.82806
H -4.73552 3.19162 -5.96430
H -3.13577 1.19629 -5.90685

These are the natural (NBO) partial charges, in e, on atoms 1 to 4: number 1, C, carries -0.647; number 2, C, carries -0.073; number 3, O, carries -0.481; number 4, C, carries 0.838

The following is a DFT calculation (ωB97M-V/def2-TZVPD) of a structure of composition C8H7InN2O5S in a non-equilibrium geometry.

Output
HOMO-LUMO gap (alpha / beta) = 0.254 / 0.254 hartree
Total charge = +2
LUMO energy (alpha / beta) = -8.843 / -8.844 eV
E_HOMO (alpha / beta) = -15.750 / -15.749 eV

Positions of all 24 atoms, in Å:
O -0.02270 2.77359 -5.00850
C -0.02474 1.94337 -4.22826
In 0.00816 -0.57063 -1.67297
O -0.03376 2.62754 0.01064
C -0.02425 1.78441 -0.76070
C -0.02043 -2.04638 -3.33908
O -0.14955 -3.22672 -3.27329
C 2.53119 -0.15856 -2.15999
O 3.67622 -0.17157 -2.10214
C -2.53657 -0.19896 -2.15424
O -3.68362 -0.22906 -2.12611
H 0.13291 -1.22090 -4.18803
S 0.02048 -2.12341 0.27891
C 0.00545 -0.93843 1.56093
N 1.09157 -0.51652 2.22328
C 0.77796 0.38519 3.30815
C -0.75124 0.49367 3.23136
N -1.07826 -0.35559 2.10617
H 2.03198 -0.77583 1.93939
H 1.23841 1.36755 3.14970
H 1.12436 -0.02117 4.26649
H -1.04978 1.53147 3.04116
H -1.24542 0.14368 4.14611
H -2.01838 -0.49673 1.75101

These are the natural (NBO) partial charges, in e, on atoms 1 to 4: number 1, O, carries -0.395; number 2, C, carries 0.457; number 3, In, carries 0.836; number 4, O, carries -0.334

The following is a DFT calculation (ωB97M-V/def2-TZVPD) of a cluster of 2 separate species, C3H7PS in total in a non-equilibrium geometry.

Output
HOMO-LUMO gap = 0.356 hartree
Total charge = 0
LUMO energy = 0.696 eV
SMILES string = CC#P.CS
E_HOMO = -8.980 eV

Positions of all 12 atoms, in Å:
C 2.43904 0.06895 -0.71882
C 3.02112 -0.93762 -1.61074
P 3.36535 -2.21096 -2.43266
H 1.96650 0.81285 -1.39334
H 1.67662 -0.51698 -0.07598
H 3.23717 0.40343 -0.02791
C -2.34425 0.03199 -0.49231
S -0.90517 -0.40007 0.64885
H -2.43394 1.03858 -0.39262
H -3.22475 -0.41477 0.08603
H -1.98466 -0.53282 -1.41589
H -0.74351 -1.83054 0.49258

These are the natural (NBO) partial charges, in e, on atoms 1 to 4: number 1, C, carries -0.734; number 2, C, carries -0.494; number 3, P, carries 0.469; number 4, H, carries 0.246

The following is a DFT calculation (ωB97M-V/def2-TZVPD) of the ion C5H10N5 with charge +1 in a non-equilibrium geometry.

Output
HOMO-LUMO gap = 0.367 hartree
Total charge = +1
LUMO energy = -3.251 eV
SMILES string = C[N+]1=CN[C@@H]2N=CN[C@H]1N2
E_HOMO = -13.238 eV

Positions of all 20 atoms, in Å:
C 1.10798 0.66545 1.94591
N 0.86768 0.39389 0.55618
C 0.72061 1.34237 -0.35471
N 0.15824 1.21966 -1.49711
C -0.44101 -0.03403 -1.79453
N -1.80075 -0.06952 -1.14280
C -1.91560 -0.60875 0.00903
N -0.82199 -1.10487 0.76068
C 0.42217 -0.94108 0.15585
N 0.42082 -1.03752 -1.25653
H 1.30478 -0.32932 2.25632
H 1.79125 1.41684 2.08504
H 0.22892 0.98178 2.40585
H 1.05095 2.25302 -0.00376
H 0.19363 1.99706 -2.19165
H -0.77572 -0.07017 -2.82935
H -2.87238 -0.57903 0.44072
H -1.19536 -1.70846 1.51526
H 1.11167 -1.77938 0.51203
H 0.44410 -2.00794 -1.57243

These are the natural (NBO) partial charges, in e, on atoms 1 to 4: number 1, C, carries -0.391; number 2, N, carries -0.333; number 3, C, carries 0.404; number 4, N, carries -0.509

The following is a DFT calculation (ωB97M-V/def2-TZVPD) of a cluster of 13 separate species, C8H22B2O27 in total in a non-equilibrium geometry.

Output
HOMO-LUMO gap = 0.346 hartree
Total charge = -2
LUMO energy = 4.025 eV
E_HOMO = -5.384 eV

Positions of all 59 atoms, in Å:
O -1.59575 -1.34324 5.60873
C -1.31289 -2.10071 4.62358
O -0.90996 -1.77378 3.39515
B -0.49057 -2.96673 2.67980
O -1.16192 -4.01874 3.44978
C -1.52147 -3.61171 4.62020
O -2.06953 -4.14876 5.56712
O 0.94733 -3.18688 2.60089
C 1.38300 -3.16958 1.39022
O 2.59596 -3.18940 1.00708
C 0.16324 -3.13674 0.51167
O -0.86922 -2.94526 1.26616
O 0.21844 -3.14557 -0.68578
O 0.08125 3.66499 1.42346
C 0.23508 2.54304 0.93073
O 0.63438 2.17866 -0.29803
B 0.57230 0.70256 -0.47644
O 0.19755 0.17923 0.78281
C 0.00624 1.17597 1.65322
O -0.41830 1.02565 2.79508
O -0.37376 0.42004 -1.59878
C 0.31914 0.09797 -2.61859
O -0.02409 -0.06645 -3.80826
C 1.78237 -0.07242 -2.20643
O 1.89851 0.28764 -0.97990
O 2.58254 -0.50704 -2.97401
O -0.00634 -3.18316 -4.46991
H 0.60810 -2.46129 -4.33730
H -0.52879 -2.91766 -5.22674
O 4.19696 0.24593 1.36530
H 4.93138 0.66847 0.91996
H 3.65058 -0.09461 0.65697
O -1.40677 2.94377 -3.41608
H -0.52195 3.23275 -3.19291
H -1.58809 2.23096 -2.80350
O 0.05575 6.15080 0.50133
H -0.72569 5.69887 0.18298
H 0.53470 5.48412 0.99365
O 0.24808 1.07708 5.77413
H 0.09392 1.39538 4.88466
H -0.12368 0.19505 5.78119
O -3.18877 1.59442 -1.44249
H -3.93162 1.24272 -1.93313
H -2.89865 0.86698 -0.89212
O -3.16380 0.20815 2.73431
H -2.22273 0.05780 2.64475
H -3.23082 0.98962 3.28299
O -3.07314 -0.34173 -3.86177
H -2.78246 0.37741 -4.42264
H -2.26346 -0.72863 -3.52866
O -1.17059 3.79410 3.95635
H -1.63018 2.96315 4.07690
H -1.29587 4.00562 3.03125
O 1.85032 -0.87504 -5.99212
H 1.88612 0.07040 -6.13736
H 2.71664 -1.09855 -5.65188
O 3.78453 -2.43533 -4.26033
H 4.74079 -2.46330 -4.29209
H 3.58571 -1.78675 -3.58501

These are the natural (NBO) partial charges, in e, on atoms 1 to 4: number 1, O, carries -0.599; number 2, C, carries 0.684; number 3, O, carries -0.651; number 4, B, carries 1.164